No. 1
{"formula": "C42H64AsINO5ReS5SiTe", "method": "ωB97M-V/def2-TZVPD", "symbols": ["Re", "S", "As", "S", "S", "S", "C", "C", "O", "N", "Te", "C", "C", "C", "C", "C", "C", "C", "C", "C", "C", "C", "C", "C", "C", "C", "C", "C", "C", "H", "H", "H", "H", "H", "H", "H", "H", "H", "H", "H", "H", "H", "H", "H", "H", "H", "H", "H", "H", "H", "H", "H", "H", "H", "I", "C", "C", "C", "C", "C", "C", "C", "O", "C", "C", "C", "H", "H", "H", "H", "H", "H", "H", "H", "H", "H", "H", "H", "C", "C", "C", "C", "O", "Si", "S", "O", "C", "C", "C", "C", "O", "C", "C", "C", "C", "H", "H", "H", "H", "H", "H", "H", "H", "H", "H", "H", "H", "H", "H", "H", "H", "H", "H", "H", "H", "H", "H", "H", "H", "H", "H", "H"], "xyz": [[1.56311, -0.77365, -1.82932], [0.41742, 2.12677, -5.00973], [1.02559, 1.08038, -6.88597], [-0.68947, 0.62473, -4.11368], [0.63362, -0.96799, -3.85532], [2.51381, 2.25191, -7.58592], [3.44463, 2.28315, -3.66252], [2.37052, 2.13851, -2.64341], [1.89962, 3.37893, -2.19839], [1.93156, 1.08334, -2.11249], [1.08366, 3.15036, -0.44367], [0.61976, 5.17525, -0.13764], [0.34667, 6.09028, -1.15161], [0.26649, 5.76665, -2.61590], [0.11254, 7.41098, -0.77145], [0.10525, 7.81774, 0.55439], [-0.16817, 9.24196, 0.92640], [0.31303, 6.85724, 1.53800], [0.56661, 5.53103, 1.21649], [0.79144, 4.54631, 2.32897], [2.94976, 3.04733, 0.49954], [3.17909, 1.93666, 1.31127], [2.13404, 0.90899, 1.63087], [4.43598, 1.79644, 1.89409], [5.44340, 2.72572, 1.69211], [6.79610, 2.55257, 2.31071], [5.17228, 3.82859, 0.88955], [3.94136, 4.02190, 0.27878], [3.76773, 5.27693, -0.52835], [3.23955, 3.12859, -4.31391], [3.52042, 1.37077, -4.25089], [4.38834, 2.45691, -3.14250], [0.11743, 4.70888, -2.82988], [1.17710, 6.07642, -3.13230], [-0.56393, 6.31739, -3.05462], [-0.08975, 8.13807, -1.54845], [-0.07192, 9.90061, 0.06666], [0.51870, 9.58224, 1.69995], [-1.18009, 9.34841, 1.31799], [0.27469, 7.14487, 2.58189], [0.31088, 4.90576, 3.23889], [1.85219, 4.40091, 2.53738], [0.35574, 3.55720, 2.13339], [1.39628, 0.74783, 0.83629], [1.58631, 1.19175, 2.53519], [2.60948, -0.05243, 1.82225], [4.62597, 0.92845, 2.51246], [6.83152, 1.67069, 2.94519], [7.06034, 3.42123, 2.91447], [7.56030, 2.44813, 1.54044], [5.95070, 4.56370, 0.72353], [4.73309, 5.58045, -0.92994], [3.40038, 6.08790, 0.10501], [3.08591, 5.17084, -1.36405], [4.12749, -1.17734, -1.66954], [-7.18382, 0.17696, 0.67735], [-5.68827, 0.12572, 0.74882], [-4.93144, -0.04437, -0.40409], [-3.54457, -0.05153, -0.37579], [-2.77913, -0.26997, -1.64411], [-2.89902, 0.10165, 0.86294], [-1.44157, 0.14622, 0.97507], [-0.63870, 0.49586, 0.11891], [-3.64588, 0.23949, 2.04863], [-3.01047, 0.36622, 3.40656], [-5.02921, 0.26254, 1.96556], [-7.56113, -0.44132, -0.13539], [-7.51964, 1.19955, 0.49585], [-7.63692, -0.15838, 1.60858], [-5.43440, -0.18067, -1.35361], [-3.46077, -0.47578, -2.46817], [-2.09027, -1.11250, -1.54334], [-2.18526, 0.60772, -1.89217], [-1.05194, -0.12268, 1.97429], [-2.36739, 1.24389, 3.48370], [-2.40551, -0.50779, 3.65487], [-3.78318, 0.45705, 4.16678], [-5.60827, 0.37397, 2.87309], [1.66890, -6.00208, -1.48190], [0.38554, -5.80586, -2.27405], [0.64803, -5.01272, -3.54845], [-0.28305, -7.13865, -2.57423], [-0.58450, -5.04383, -1.51242], [-0.55329, -4.15537, -0.18061], [0.77667, -2.44814, -0.59599], [0.15471, -4.91448, 1.04446], [0.57269, -4.53445, 2.37766], [2.08611, -4.36198, 2.32867], [0.17721, -5.68903, 3.28652], [-0.11572, -3.24525, 2.81419], [-2.00524, -3.52411, 0.10556], [-3.26575, -4.25262, 0.21678], [-4.06348, -3.54871, 1.30070], [-3.02363, -5.70933, 0.58786], [-3.94699, -4.14893, -1.14019], [2.36148, -6.61177, -2.06107], [1.47278, -6.50476, -0.53741], [2.15453, -5.04742, -1.27606], [1.35951, -5.53791, -4.18447], [1.05974, -4.03272, -3.30505], [-0.27818, -4.87131, -4.10416], [0.36284, -7.74920, -3.20376], [-1.22575, -6.98139, -3.09620], [-0.48086, -7.68555, -1.65290], [2.55505, -5.27187, 1.95801], [2.47908, -4.15197, 3.32285], [2.35515, -3.53864, 1.66712], [0.58863, -6.62414, 2.91084], [-0.90632, -5.78491, 3.34243], [0.55742, -5.52265, 4.29328], [0.22090, -2.39614, 2.21754], [0.11935, -3.04401, 3.85930], [-1.19677, -3.33421, 2.71884], [-3.57132, -3.64533, 2.26850], [-5.05731, -3.98809, 1.37967], [-4.17170, -2.49284, 1.06220], [-2.45685, -5.78873, 1.51321], [-2.48700, -6.23679, -0.19891], [-3.98035, -6.20923, 0.73465], [-4.14698, -3.10610, -1.38227], [-4.89308, -4.69012, -1.13251], [-3.30998, -4.57578, -1.91321]], "forces_ev_per_a": [[0.2, 0.0, -0.1], [-0.1, -0.1, 0.0], [0.0, -0.1, -0.1], [-0.1, 0.0, -0.1], [0.2, 0.0, -0.1], [0.0, 0.1, 0.0], [0.0, -0.1, 0.0], [-0.5, -0.3, 0.7], [0.2, -0.3, -0.2], [0.0, 0.8, -0.2], [-0.1, -0.2, 0.0], [0.1, 0.0, 0.1], [-0.1, 0.2, 0.1], [0.0, -0.1, -0.1], [0.0, -0.1, 0.0], [0.0, -0.1, -0.1], [0.0, 0.1, 0.0], [0.0, -0.1, 0.0], [0.0, 0.3, -0.1], [-0.1, -0.1, 0.2], [0.1, 0.2, -0.1], [0.1, -0.1, 0.1], [-0.1, -0.2, -0.1], [0.0, 0.0, -0.1], [-0.1, 0.0, 0.0], [0.1, 0.0, 0.0], [-0.1, 0.0, -0.1], [0.0, -0.1, 0.1], [0.0, 0.1, -0.1], [0.0, 0.0, 0.0], [0.0, 0.0, 0.0], [0.1, 0.0, 0.0], [0.0, 0.1, 0.0], [0.0, 0.0, 0.0], [0.0, 0.0, 0.0], [0.0, 0.0, 0.0], [0.0, 0.0, 0.0], [0.0, 0.0, 0.0], [0.0, 0.0, 0.0], [0.0, 0.0, 0.0], [0.0, 0.0, 0.0], [0.0, 0.0, 0.0], [0.0, 0.0, 0.0], [0.1, 0.0, 0.2], [0.0, 0.0, 0.0], [0.0, 0.0, 0.0], [0.0, 0.0, 0.0], [0.0, 0.0, 0.0], [0.0, 0.0, 0.0], [0.0, 0.0, 0.0], [0.0, 0.0, 0.0], [0.0, 0.0, 0.0], [0.0, 0.0, 0.0], [0.0, 0.0, 0.0], [-0.1, -0.2, -0.1], [-0.1, 0.0, 0.0], [0.0, 0.0, 0.0], [0.1, 0.0, 0.0], [-0.1, 0.0, 0.0], [0.0, 0.0, 0.0], [0.0, 0.1, 0.0], [0.4, 0.2, 0.0], [-0.7, -0.2, 0.1], [-0.1, -0.1, -0.1], [0.1, 0.0, 0.1], [0.0, 0.0, -0.1], [0.0, 0.0, 0.0], [0.0, 0.0, 0.0], [0.0, 0.0, 0.0], [0.0, 0.0, 0.0], [0.0, 0.0, 0.0], [0.0, 0.0, 0.0], [0.0, 0.0, 0.0], [0.0, 0.0, -0.1], [0.0, 0.0, 0.0], [0.0, 0.0, 0.0], [0.0, 0.0, 0.0], [0.0, 0.0, 0.0], [0.0, 0.0, 0.0], [0.0, 0.1, -0.1], [0.0, -0.1, 0.1], [0.1, 0.0, 0.0], [0.0, -0.1, 0.1], [0.1, 0.3, -0.4], [0.2, 0.1, 0.3], [0.0, 0.0, 0.1], [0.1, 0.0, 0.0], [-0.1, 0.0, 0.0], [0.0, 0.1, 0.0], [0.0, -0.1, 0.1], [-0.1, 0.1, 0.2], [0.0, 0.0, -0.1], [0.0, 0.0, -0.1], [-0.1, 0.0, 0.0], [0.0, 0.0, 0.1], [0.0, 0.0, 0.0], [0.0, 0.0, 0.0], [0.0, 0.1, 0.0], [0.0, 0.0, 0.0], [0.0, 0.0, 0.0], [0.0, 0.0, 0.0], [0.0, 0.0, 0.0], [0.0, 0.0, 0.0], [0.0, 0.0, 0.1], [0.0, -0.1, 0.0], [0.0, 0.0, 0.1], [0.0, 0.0, 0.0], [0.0, 0.0, 0.0], [-0.1, 0.0, 0.0], [0.0, 0.0, 0.1], [0.0, 0.0, 0.0], [0.0, 0.0, 0.0], [-0.1, 0.0, 0.0], [0.0, 0.0, 0.0], [0.0, 0.0, 0.0], [0.0, 0.1, 0.0], [0.0, 0.0, 0.1], [0.0, 0.0, -0.1], [0.0, 0.0, 0.0], [0.0, 0.1, 0.0], [0.0, 0.0, 0.0], [0.0, 0.0, 0.0]], "gap_ev": [6.31, 6.66], "total_energy_ev": -196737.680, "total_charge": 1, "spin_multiplicity": 2}



No. 2
{"formula": "C42H66BrIN5O3PTi", "method": "ωB97M-V/def2-TZVPD", "symbols": ["Ti", "C", "C", "N", "C", "C", "N", "C", "C", "C", "N", "C", "C", "N", "C", "H", "H", "H", "H", "H", "H", "H", "H", "H", "H", "H", "H", "H", "H", "H", "H", "H", "H", "H", "H", "H", "H", "H", "H", "O", "C", "C", "O", "O", "C", "C", "C", "C", "C", "C", "C", "C", "C", "C", "C", "C", "H", "H", "H", "H", "H", "H", "H", "H", "H", "H", "H", "Br", "C", "C", "C", "C", "C", "C", "I", "H", "H", "H", "H", "C", "C", "C", "C", "P", "N", "C", "C", "C", "C", "C", "C", "C", "C", "H", "H", "H", "H", "H", "H", "H", "H", "H", "H", "H", "H", "H", "H", "H", "H", "H", "H", "H", "H", "H", "H", "H", "H", "H", "H", "H"], "xyz": [[0.79192, 0.28581, -0.37435], [-2.70088, -1.28798, 2.05223], [-3.24536, -0.63174, 0.79630], [-2.90857, 0.79068, 0.77556], [-3.25953, 1.46746, -0.46132], [-2.37125, 1.06672, -1.62273], [-0.91752, 1.37446, -1.49435], [-0.64838, 2.84224, -1.57117], [-0.57594, 3.59059, -0.23608], [-0.43112, 2.74949, 1.01152], [0.79030, 1.89263, 1.08185], [0.93731, 1.36877, 2.47099], [-0.20845, 0.42905, 2.77982], [-0.24815, -0.58599, 1.72026], [-1.23029, -1.66583, 2.00012], [-3.23606, -2.22390, 2.22696], [-2.92166, -0.65844, 2.92070], [-4.32977, -0.78718, 0.71635], [-2.79806, -1.11331, -0.07612], [-3.39655, 1.24235, 1.54240], [-3.21141, 2.54714, -0.29911], [-4.28915, 1.25060, -0.78330], [-2.74079, 1.57628, -2.51886], [-2.46170, 0.00202, -1.80485], [-0.51967, 1.01003, -2.36068], [-1.41038, 3.29930, -2.20730], [0.30340, 2.94268, -2.07981], [-1.48453, 4.17652, -0.08562], [0.23256, 4.32329, -0.29451], [-1.27604, 2.07392, 1.10825], [-0.41378, 3.41082, 1.88259], [1.60178, 2.47258, 0.88524], [0.96376, 2.20469, 3.17384], [1.88792, 0.83694, 2.52206], [-1.16070, 0.95331, 2.82065], [-0.04410, -0.02608, 3.76332], [0.64330, -1.06667, 1.84146], [-0.95717, -2.13318, 2.95372], [-1.07893, -2.42175, 1.22932], [2.60304, -1.49975, 2.36424], [2.64717, -2.74397, 1.66704], [2.24800, -2.40428, 0.22432], [2.24456, -3.18438, -0.69276], [1.82320, -1.15857, 0.04250], [4.06017, -3.34682, 1.73637], [4.84693, -3.09688, 2.85869], [6.11068, -3.65289, 2.98277], [6.60889, -4.47603, 1.98495], [5.82655, -4.74529, 0.87443], [4.55946, -4.19117, 0.75012], [1.58959, -3.70367, 2.25061], [1.26780, -3.59900, 3.60288], [0.32832, -4.43926, 4.18025], [-0.30780, -5.40322, 3.41148], [0.01796, -5.52394, 2.06991], [0.96133, -4.68510, 1.49073], [2.94944, -1.63898, 3.25043], [4.50457, -2.47360, 3.67727], [6.70134, -3.44572, 3.86505], [7.59354, -4.91349, 2.07932], [6.19550, -5.40112, 0.09691], [3.96167, -4.43589, -0.11423], [1.74360, -2.86487, 4.24192], [0.10037, -4.34476, 5.23375], [-1.03766, -6.06496, 3.85818], [-0.45260, -6.28804, 1.46403], [1.20651, -4.81189, 0.44644], [-2.59037, -4.36406, -0.48469], [-3.18580, -3.28379, -1.90740], [-4.49954, -3.44627, -2.33400], [-4.98388, -2.71407, -3.40423], [-4.15794, -1.82361, -4.07364], [-2.84642, -1.65769, -3.65936], [-2.36751, -2.37056, -2.56303], [-0.35701, -2.14281, -2.05573], [-5.13432, -4.16059, -1.82827], [-6.00578, -2.85957, -3.72698], [-4.52605, -1.26854, -4.92574], [-2.19163, -0.98301, -4.19429], [2.05320, -0.09535, -4.32817], [3.41591, 0.05636, -3.62252], [4.47467, 0.35284, -4.69422], [3.74230, -1.29318, -2.96113], [3.32496, 1.35453, -2.29043], [1.93967, 1.07973, -1.43385], [4.77184, 1.26278, -1.10860], [4.81576, 2.54070, -0.25451], [6.11320, 1.10801, -1.84258], [4.62594, 0.10259, -0.11170], [3.19924, 3.06840, -3.02396], [2.66089, 4.05060, -1.95717], [4.52362, 3.62026, -3.57314], [2.20529, 3.03058, -4.20071], [2.01558, -1.09111, -4.77174], [1.91672, 0.62497, -5.12982], [1.20861, -0.01968, -3.64594], [4.50281, -0.50726, -5.36683], [5.47809, 0.48155, -4.29576], [4.22441, 1.22098, -5.30012], [3.64212, -2.06682, -3.72397], [3.05646, -1.54738, -2.15293], [4.76187, -1.34182, -2.58563], [5.07496, 3.43464, -0.81301], [5.58713, 2.39676, 0.50313], [3.87396, 2.71813, 0.27000], [6.29310, 1.86890, -2.59864], [6.22092, 0.12804, -2.30282], [6.90498, 1.19923, -1.09614], [3.72002, 0.18470, 0.48508], [5.47234, 0.16196, 0.57590], [4.65430, -0.88308, -0.56913], [2.07775, 3.55670, -1.18131], [2.01094, 4.78113, -2.44121], [3.46292, 4.60259, -1.47451], [5.27274, 3.77374, -2.80065], [4.31457, 4.59785, -4.01320], [4.95347, 2.99778, -4.35566], [1.26586, 2.53215, -3.96438], [2.62947, 2.54985, -5.07863], [1.97581, 4.06044, -4.47776]], "forces_ev_per_a": [[-0.3, 1.0, -0.6], [0.0, 0.0, 0.0], [0.0, 0.0, 0.0], [0.0, 0.0, 0.0], [0.0, 0.0, 0.0], [0.1, 0.0, 0.0], [0.1, 0.0, 0.1], [0.0, -0.1, 0.0], [0.0, 0.1, 0.0], [0.1, -0.1, 0.1], [0.0, 0.1, 0.1], [0.0, 0.1, -0.1], [0.0, 0.0, 0.0], [0.1, 0.0, 0.0], [0.0, 0.0, 0.0], [0.0, 0.0, 0.0], [0.0, 0.0, 0.0], [0.0, 0.0, 0.0], [0.0, 0.0, 0.0], [0.0, 0.0, 0.0], [0.0, 0.0, 0.0], [0.0, 0.0, 0.0], [0.0, 0.0, 0.0], [0.0, 0.0, 0.0], [0.0, 0.0, 0.0], [0.0, 0.0, 0.0], [0.0, 0.0, 0.0], [0.0, 0.0, 0.0], [0.0, 0.0, 0.0], [0.0, 0.0, 0.0], [0.0, 0.0, 0.0], [0.0, 0.0, 0.0], [0.0, 0.0, 0.0], [0.0, 0.0, 0.0], [0.0, 0.0, 0.0], [0.0, 0.0, 0.0], [0.0, 0.0, 0.0], [0.0, 0.0, -0.1], [0.0, -0.1, -0.1], [-0.1, 0.1, 0.0], [0.2, 0.0, -0.1], [-0.2, 0.1, -0.2], [0.1, -0.1, 0.1], [0.2, -0.4, 0.4], [-0.1, 0.0, 0.1], [0.0, 0.0, 0.0], [0.0, 0.0, 0.0], [0.0, 0.0, 0.0], [0.0, 0.0, 0.0], [0.0, -0.1, 0.0], [0.0, 0.0, 0.1], [0.0, 0.0, 0.0], [0.0, 0.0, 0.0], [0.0, 0.0, 0.0], [0.0, 0.0, 0.0], [0.0, 0.0, 0.0], [0.1, 0.0, 0.0], [0.0, 0.0, 0.0], [0.0, 0.0, 0.0], [0.0, 0.0, 0.0], [0.0, 0.0, 0.0], [0.0, 0.0, 0.0], [0.0, 0.0, 0.0], [0.0, 0.0, 0.0], [0.0, 0.0, 0.0], [0.0, 0.0, 0.0], [0.0, 0.0, 0.0], [0.1, 0.0, 0.1], [-0.1, 0.0, -0.1], [0.0, 0.0, 0.0], [0.0, 0.0, 0.0], [0.1, 0.0, 0.0], [-0.1, -0.1, 0.0], [-0.1, 0.0, -0.2], [0.2, -0.2, 0.2], [0.0, 0.0, 0.0], [0.0, 0.0, 0.0], [0.0, 0.0, 0.0], [0.0, 0.0, 0.0], [0.0, 0.0, 0.0], [0.0, -0.1, -0.1], [0.0, 0.0, 0.0], [0.0, 0.0, 0.0], [-0.2, 0.0, 0.3], [-0.2, -0.4, 0.1], [0.1, 0.0, 0.0], [0.0, 0.0, 0.0], [0.0, 0.0, 0.1], [0.0, 0.0, 0.0], [0.0, 0.1, -0.1], [0.0, 0.0, 0.0], [0.0, 0.0, 0.0], [0.0, 0.0, 0.0], [0.0, 0.0, 0.0], [0.0, 0.0, 0.0], [0.0, 0.0, 0.1], [0.0, 0.0, 0.0], [0.0, 0.0, 0.0], [0.0, 0.0, 0.0], [0.0, 0.0, 0.0], [0.0, 0.0, -0.1], [0.0, 0.0, 0.0], [0.0, 0.0, 0.0], [0.0, 0.0, 0.0], [0.0, 0.0, 0.0], [0.0, 0.0, 0.0], [0.0, 0.0, 0.0], [0.0, 0.0, 0.0], [0.0, 0.0, 0.0], [0.0, 0.0, 0.0], [-0.1, 0.0, 0.0], [0.0, 0.0, 0.0], [0.0, 0.0, 0.0], [0.0, 0.0, 0.0], [0.0, 0.0, 0.0], [0.0, 0.0, 0.0], [0.0, 0.0, 0.0], [0.0, 0.0, 0.1], [0.0, 0.0, 0.0], [0.0, 0.0, 0.0]], "gap_ev": 7.62, "de_lowest_ev": 1.616, "total_energy_ev": -168756.981, "total_charge": 2}